# 1
ORCA calculation (ωB97M-V/def2-TZVPD) on a cluster of 2 separate species, C6H15S in total.

Output
- orbital gap (spin up / spin down) (eV) = 10.2 / 7.0
- 2S+1 = 2
- calculated total energy (Ha) = -635.741064
- E_HOMO (spin up / spin down) (eV) = -9.3 / -8.9
- molecular weight (Da) = 119.25

Geometry (Å):
C: -2.7890 -0.2479 -1.5247
C: -2.4623 1.2352 -1.4135
C: -1.1009 1.4971 -0.7701
S: -0.9642 0.9474 0.9321
H: -2.0567 -0.7634 -2.1502
H: -3.7747 -0.4150 -1.9543
H: -2.7675 -0.7173 -0.5394
H: -2.4930 1.6888 -2.4072
H: -3.2248 1.7353 -0.8130
H: -0.8807 2.5676 -0.7685
H: -0.3043 1.0181 -1.3466
C: 2.6258 0.1908 1.8074
C: 2.2928 -0.6671 0.5891
C: 1.3713 -1.8313 0.9409
H: 1.7168 0.6417 2.2028
H: 3.3238 0.9906 1.5599
H: 3.0787 -0.4171 2.5948
H: 3.2198 -1.0289 0.1366
H: 1.7951 -0.0436 -0.1588
H: 1.2607 -2.5210 0.1042
H: 1.7588 -2.4008 1.7875
H: 0.3746 -1.4591 1.1911

=====

# 2
ORCA calculation (ωB97M-V/def2-TZVPD) on a cluster of 2 separate species, C6H16 in total in a non-equilibrium geometry.

Output
- relative energy (zero: lowest compared OMol25 entry of this formula, charge and spin) (kcal per mole) = 4.9
- orbital gap (spin up / spin down) (eV) = 2.6 / 11.7
- 2S+1 = 2
- calculated total energy (Ha) = -238.125817
- charge = -1
- E_HOMO (spin up / spin down) (eV) = 1.5 / -7.6
- molecular weight (Da) = 88.19

Geometry (Å):
C: -0.0582 -1.0925 -1.4930
C: 1.4111 -1.4411 -1.8439
C: -0.6085 -2.2045 -0.5896
C: -0.1173 0.2360 -0.7978
H: -0.5593 -1.0860 -2.4643
H: 1.8231 -0.5337 -2.3214
H: 1.4331 -2.1762 -2.6458
H: -1.6452 -1.9893 -0.3207
H: -0.5556 -3.1893 -1.0549
H: 0.0146 -2.2263 0.3033
H: 0.3934 1.0441 -1.3306
H: -1.1246 0.5337 -0.5107
H: 0.3553 0.2924 0.1884
H: 1.9475 -1.6085 -0.9059
C: -0.7886 1.3978 2.2918
C: 0.1170 2.4441 1.6441
H: -0.2091 0.7780 2.9795
H: -1.6010 1.9257 2.8000
H: -1.3692 0.7502 1.6354
H: 0.3470 3.2805 2.3050
H: -0.3053 2.8324 0.7158
H: 1.0995 2.0325 1.4152

=====

# 3
ORCA calculation (ωB97M-V/def2-TZVPD) on a cluster of 2 separate species, C6H16 in total in a non-equilibrium geometry.

Output
- relative energy (zero: lowest compared OMol25 entry of this formula, charge and spin) (kcal per mole) = 32.6
- orbital gap (eV) = 11.9
- calculated total energy (Ha) = -238.144607
- structure (SMILES) = CC(C)C.CC
- E_HOMO (eV) = -10.8
- molecular weight (Da) = 88.19

Geometry (Å):
C: -0.9322 -0.0153 -1.7416
C: -1.2293 -0.7971 -0.4786
C: -1.3201 0.2268 0.6472
C: -2.5028 -1.6527 -0.4940
H: -1.4969 0.9230 -1.8721
H: -0.9054 -0.6816 -2.6153
H: -0.1156 0.7385 -1.6461
H: -0.3611 -1.4561 -0.3354
H: -2.3043 0.7520 0.5950
H: -1.2604 -0.0396 1.6931
H: -0.6492 1.0419 0.4058
H: -3.3646 -0.9846 -0.5494
H: -2.5144 -2.2983 -1.3675
H: -2.6811 -2.2776 0.3919
C: 2.4677 0.1851 0.6185
C: 2.9419 1.4428 1.3324
H: 2.8209 0.0596 -0.4185
H: 2.7257 -0.6559 1.2602
H: 1.4458 0.1237 0.2493
H: 2.1209 2.1532 1.2301
H: 3.7479 1.9233 0.7677
H: 3.3667 1.2890 2.3274

=====

# 4
ORCA calculation (ωB97M-V/def2-TZVPD) on a cluster of 2 separate species, C6H16 in total in a non-equilibrium geometry.

Output
- relative energy (zero: lowest compared OMol25 entry of this formula, charge and spin) (kcal per mole) = 21.6
- orbital gap (eV) = 12.3
- calculated total energy (Ha) = -238.162089
- structure (SMILES) = CCC.CCC
- E_HOMO (eV) = -11.2
- molecular weight (Da) = 88.19

Geometry (Å):
C: -0.8149 -3.0486 -0.6850
C: -0.3892 -1.6347 -0.9492
C: -0.7681 -1.2851 -2.4013
H: -0.8769 -3.2651 0.4003
H: -0.1583 -3.7603 -1.1702
H: -1.8896 -3.1316 -0.8630
H: -0.7171 -0.8940 -0.2230
H: 0.6870 -1.4308 -0.8020
H: -0.5359 -2.0230 -3.1645
H: -1.8324 -1.0766 -2.4854
H: -0.2954 -0.3384 -2.6889
C: 0.2454 2.7145 0.4918
C: 0.1832 1.9953 1.8937
C: 1.4793 1.2231 2.0306
H: 0.9046 2.1866 -0.1973
H: 0.5356 3.7663 0.5311
H: -0.7020 2.7238 -0.0456
H: 0.0595 2.8357 2.5704
H: -0.6799 1.3472 1.7450
H: 1.4864 0.4094 1.2957
H: 2.2622 1.9466 1.7780
H: 1.8164 0.7396 2.9388

=====

# 5
ORCA calculation (ωB97M-V/def2-TZVPD) on a cluster of 2 separate species, C6H16 in total in a non-equilibrium geometry.

Output
- relative energy (zero: lowest compared OMol25 entry of this formula, charge and spin) (kcal per mole) = 50.9
- orbital gap (eV) = 11.8
- calculated total energy (Ha) = -238.115388
- structure (SMILES) = CC(C)C.CC
- E_HOMO (eV) = -10.7
- molecular weight (Da) = 88.19

Geometry (Å):
C: -2.8187 0.5043 0.9150
C: -1.8797 -0.3419 -0.1729
C: -0.4681 0.2820 0.1648
C: -1.9977 -1.8375 -0.1146
H: -2.4907 0.4099 1.9874
H: -3.8289 -0.0080 0.9427
H: -2.9255 1.4640 0.5759
H: -2.0763 -0.1463 -1.3357
H: -0.5920 1.3640 0.4197
H: -0.2102 0.0070 1.2340
H: 0.3504 0.1179 -0.4313
H: -3.1095 -2.2642 -0.1214
H: -1.5190 -2.3261 -0.9167
H: -1.5752 -2.2284 0.8769
C: 3.1810 0.5872 0.2675
C: 3.2319 0.6040 -1.2652
H: 2.3611 -0.0367 0.6147
H: 4.0849 0.0580 0.7144
H: 2.8228 1.6339 0.5128
H: 4.0048 0.1010 -1.8568
H: 2.2550 0.3384 -1.5080
H: 3.1996 1.7175 -1.5030

=====

# 6
ORCA calculation (ωB97M-V/def2-TZVPD) on a cluster of 2 separate species, C6H16 in total in a non-equilibrium geometry.

Output
- relative energy (zero: lowest compared OMol25 entry of this formula, charge and spin) (kcal per mole) = 13.0
- orbital gap (eV) = 12.3
- calculated total energy (Ha) = -238.175871
- structure (SMILES) = CCC.CCC
- E_HOMO (eV) = -11.2
- molecular weight (Da) = 88.19

Geometry (Å):
C: 0.3818 -0.9993 -2.0953
C: -0.3023 -2.1832 -1.4161
C: -1.8195 -1.8578 -1.2003
H: 1.3696 -1.3086 -2.4646
H: 0.5364 -0.1640 -1.4161
H: -0.1009 -0.5908 -2.9874
H: -0.2188 -3.0953 -1.9972
H: 0.1047 -2.2422 -0.4087
H: -2.0981 -1.9548 -0.1653
H: -2.0209 -0.8316 -1.5107
H: -2.4736 -2.4762 -1.8164
C: -0.2126 1.2761 2.4923
C: 0.6596 1.1006 1.2448
C: 1.4280 2.3592 0.9051
H: -1.2320 1.5083 2.1914
H: 0.1370 1.9722 3.2186
H: -0.2713 0.3376 3.0515
H: 1.3605 0.2648 1.3098
H: -0.0362 0.8454 0.4512
H: 0.7204 3.1909 0.9746
H: 2.1533 2.5945 1.6883
H: 1.9350 2.2542 -0.0494

=====

# 7
ORCA calculation (ωB97M-V/def2-TZVPD) on a cluster of 2 separate species, C6H16 in total in a non-equilibrium geometry.

Output
- relative energy (zero: lowest compared OMol25 entry of this formula, charge and spin) (kcal per mole) = 39.9
- orbital gap (eV) = 11.9
- calculated total energy (Ha) = -238.133002
- structure (SMILES) = CC(C)C.CC
- E_HOMO (eV) = -10.9
- molecular weight (Da) = 88.19

Geometry (Å):
C: 1.7140 0.8956 -1.7105
C: 0.9158 1.3773 -0.3934
C: 0.6145 0.2192 0.5739
C: 1.7196 2.5184 0.3176
H: 2.8197 0.6554 -1.5444
H: 1.8249 1.6485 -2.4076
H: 1.2649 0.0893 -2.2180
H: 0.0011 1.8809 -0.6136
H: 1.3819 -0.1076 1.3131
H: -0.4894 0.2297 1.0419
H: 0.5437 -0.6976 -0.0712
H: 1.2930 3.4429 -0.1615
H: 1.3786 2.6742 1.3213
H: 2.8272 2.4644 0.3233
C: -1.6478 -2.3096 1.0758
C: -2.7719 -2.0617 0.0245
H: -2.1784 -2.1570 2.0759
H: -1.2383 -3.3000 1.1107
H: -0.7065 -1.6547 0.9070
H: -2.4947 -2.0920 -1.0554
H: -3.0369 -1.0346 -0.0114
H: -3.7348 -2.6810 0.1020

=====

# 8
ORCA calculation (ωB97M-V/def2-TZVPD) on a cluster of 2 separate species, C6H16 in total in a non-equilibrium geometry.

Output
- relative energy (zero: lowest compared OMol25 entry of this formula, charge and spin) (kcal per mole) = 39.8
- orbital gap (eV) = 12.0
- calculated total energy (Ha) = -238.133163
- structure (SMILES) = CC(C)C.CC
- E_HOMO (eV) = -10.9
- molecular weight (Da) = 88.19

Geometry (Å):
C: 0.1471 -3.0009 -0.0781
C: -0.1762 -1.4747 0.0283
C: 1.1789 -0.7715 -0.2118
C: -1.0751 -1.1815 -1.2050
H: 1.0058 -3.3532 0.5263
H: 0.3195 -3.1754 -1.1683
H: -0.7852 -3.6152 -0.0142
H: -0.7875 -1.2800 0.9417
H: 1.6630 -0.9550 -1.0805
H: 1.1530 0.2384 -0.2488
H: 1.8146 -1.1024 0.5924
H: -0.5959 -0.6940 -1.9836
H: -1.4079 -2.0207 -1.7355
H: -2.0299 -0.6745 -0.8512
C: 0.6017 2.5341 0.8434
C: -0.8159 3.2118 0.7664
H: 0.6423 1.7436 1.6237
H: 0.8785 2.0248 -0.0973
H: 1.4047 3.3196 1.0001
H: -0.8643 3.7970 -0.1218
H: -0.7341 3.9233 1.6642
H: -1.5372 2.5064 0.8098

=====

# 9
ORCA calculation (ωB97M-V/def2-TZVPD) on a structure of composition C6H16AlBr2ClF4KMgN2Na2O7S in a non-equilibrium geometry.

Output
- orbital gap (eV) = 1.1
- calculated total energy (Ha) = -8647.034223
- charge = +1
- E_HOMO (eV) = -10.5
- molecular weight (Da) = 667.89

Geometry (Å):
N: -0.9785 -2.3378 0.0856
C: -1.9656 -1.8305 -0.5373
C: -3.3128 -1.6407 0.1504
C: -4.5355 -2.3640 -0.5384
O: -5.0823 -1.8206 -1.5804
O: -4.8822 -3.4018 -0.0500
H: -0.1601 -2.3897 -0.5183
H: -1.7687 -1.5266 -1.5931
H: -3.1805 -2.1106 1.1192
H: -3.4610 -0.5615 0.2319
Na: -3.5332 -2.7105 -2.4333
Br: 0.6526 0.7423 0.9948
C: 1.2967 1.6145 -0.6276
C: 0.2262 2.3486 -1.3815
Br: -0.9886 1.1223 -2.3502
H: 1.7667 0.8364 -1.2176
H: 2.0430 2.3318 -0.3049
H: 0.6693 2.9831 -2.1452
H: -0.4040 2.9422 -0.7302
N: 3.9583 -0.6271 -1.3445
H: 4.2926 0.2973 -1.6490
H: 4.8204 -1.2514 -1.0558
H: 3.3411 -0.5049 -0.5274
H: 3.4412 -1.0766 -2.1107
O: 2.5798 4.7740 -0.4139
S: 3.9062 4.2109 -0.1112
O: 4.0597 4.1175 1.3443
O: 4.8992 5.1561 -0.6092
O: 4.0371 2.8893 -0.7177
K: -3.3986 1.7079 -3.7366
Mg: 6.6080 -0.4707 -1.0386
F: -9.9004 -4.3204 0.8850
Al: -8.2225 -4.3249 0.8380
F: -7.6451 -2.7911 1.2775
F: -7.7121 -4.6787 -0.7331
F: -7.6173 -5.4757 1.9025
Cl: -0.9868 2.8665 1.6596
Na: -3.1287 2.4997 0.8196
C: 4.8338 1.0707 2.9999
O: 5.8424 0.4549 3.7843
H: 4.8125 2.1262 3.2510
H: 5.0551 0.9738 1.9272
H: 3.8539 0.6312 3.2125
H: 5.8684 -0.4813 3.5723

=====

# 10
ORCA calculation (ωB97M-V/def2-TZVPD) on a structure of composition C6H16BClNO2PdS in a non-equilibrium geometry.

Output
- orbital gap (eV) = 4.0
- calculated total energy (Ha) = -1454.018887
- charge = +1
- E_HOMO (eV) = -11.7
- molecular weight (Da) = 318.95

Geometry (Å):
C: -2.3410 0.6058 1.6611
N: -2.6824 0.0103 0.3671
C: -1.7508 -0.1730 -0.5503
B: -1.1588 -1.7953 0.0564
C: 0.4086 -1.7274 0.3312
C: 1.1600 -0.5595 1.0255
C: 2.2496 0.1087 0.0738
C: 1.7176 1.4066 -0.6709
S: 1.1955 1.1550 -2.3878
O: 2.2087 1.6918 -3.2312
O: -0.1460 1.6671 -2.4769
Cl: 1.1323 -0.8262 -2.7745
H: -3.2277 0.7270 2.2704
H: -1.6294 -0.0401 2.1645
H: -1.8406 1.5623 1.4786
H: -3.5033 0.4631 -0.0375
H: -0.9260 0.5417 -0.6314
H: -2.1918 -0.2786 -1.5348
H: -1.5173 -2.4770 -0.8934
H: -1.7726 -2.2157 1.0064
H: 0.9277 -1.9096 -0.5996
H: 0.5742 -2.5835 0.9909
H: 1.7039 -0.9412 1.8871
H: 0.4564 0.2351 1.4213
H: 3.1120 0.4163 0.7252
H: 2.6694 -0.6237 -0.6107
H: 0.8581 1.8122 -0.1088
H: 2.5014 2.1599 -0.6947
Pd: 1.8122 1.5878 1.7430

=====

Question: Which value of molecular weight does entry 6 give?
Answer: 88.19 Da